Entry 1:
ORCA calculation (ωB97M-V with the def2-TZVPD basis set) on an isolated molecule of C19H17N3OS2.

Values from the calculation:
total energy: -48169.169 eV
total charge: 0
spin multiplicity: 1
energy relative to the best compared isomer or geometry (same formula, charge and spin): 0.0 kcal per mole
structure (SMILES): Cc1ccc2nc(NC(=O)CCCc3nc4ccccc4s3)sc2c1
orbital gap: 8.623 eV

Each line ends with the Löwdin charge.
Geometry (Å):
S: -0.69057 -1.37663 -1.42541  1.09
S: -0.42815 2.59032 -1.05219  1.07
O: -4.96826 1.30850 0.25123  0.09
N: -2.80635 1.72336 -0.11288  0.11
N: -0.19733 -2.66274 0.76448  0.12
N: -0.82978 0.99624 0.96370  0.10
C: 3.39649 -2.10186 0.22612  -0.10
C: 2.80096 0.85270 1.50175  -0.05
C: -2.59304 -2.62303 0.25972  -0.18
C: 4.69167 1.93592 0.26492  -0.05
C: -3.42394 -0.35519 1.04683  -0.10
C: -1.45663 1.65342 0.06464  -0.61
C: 2.25612 -2.55733 0.85267  -0.02
C: 1.46759 0.58668 1.72043  -0.01
C: 0.52322 1.15858 0.87668  -0.32
C: -3.52948 -1.45048 -0.02993  -0.19
C: 3.22920 1.67414 0.45529  -0.29
C: 1.01993 -2.28009 0.27932  -0.33
C: 2.29396 2.25334 -0.38762  -0.06
C: 0.95336 1.99760 -0.17149  -0.47
C: -1.16454 -2.29016 0.02426  -0.55
C: 3.32538 -1.37018 -0.95681  -0.09
C: 2.10974 -1.08416 -1.54566  -0.09
C: -3.82850 0.94729 0.41337  -0.46
C: 0.96276 -1.54770 -0.92699  -0.47
H: 4.36302 -2.31575 0.65756  0.10
H: -2.85532 -3.45658 -0.40007  0.12
H: -3.27180 -1.03486 -1.00782  0.09
H: 4.23371 -1.02367 -1.42594  0.11
H: 2.05056 -0.52023 -2.46355  0.11
H: 5.04614 2.64113 1.01698  0.08
H: -2.40510 -0.28935 1.42234  0.09
H: 4.88848 2.35731 -0.71740  0.08
H: 3.54128 0.41310 2.15332  0.12
H: 2.60265 2.89443 -1.19916  0.11
H: -4.10479 -0.57637 1.86826  0.13
H: 2.29829 -3.12318 1.76938  0.11
H: -4.55921 -1.80397 -0.08776  0.12
H: -3.13351 2.49492 -0.68446  0.15
H: 1.14101 -0.05380 2.52342  0.12
H: 5.26107 1.01568 0.37712  0.07
H: -2.69916 -2.96261 1.29108  0.13

Cartesian forces (eV/Å) of the 3 atoms listed first:
S 0.10 -0.26 0.33
S -0.19 -0.38 0.35
O -0.24 -0.01 -0.02

Entry 2:
ORCA calculation (ωB97M-V with the def2-TZVPD basis set) on a structure of composition C17H34NiOP2.

Values from the calculation:
total energy: -79837.045 eV
total charge: 0
spin multiplicity: 3
energy relative to the best compared isomer or geometry (same formula, charge and spin): 82.6 kcal per mole
orbital gap (alpha / beta): 3.794 / 6.011 eV

Each line ends with the Löwdin spin population.
Geometry (Å):
Ni: -0.15213 0.18682 -1.08465  0.94
P: 0.46226 2.52657 0.01041  0.03
P: 1.46549 -1.94373 2.30301  0.06
O: 2.36885 0.40762 3.18942  0.08
C: 2.36565 -2.92465 1.11624  0.02
C: -0.41907 -1.48130 1.80579  0.03
C: -3.57181 -0.68685 -1.27448  0.05
C: 2.16366 2.57059 0.77995  0.01
C: -1.32909 0.73704 -2.45378  0.03
C: -0.89959 3.50424 0.75623  0.01
C: -3.31092 0.85543 -0.92978  0.04
C: -1.85347 -0.11540 -3.55981  0.01
C: -1.03502 -1.40332 -3.25604  0.03
C: -0.75510 -0.17400 1.16524  -0.09
C: 1.44774 -2.96940 3.75820  0.00
C: -2.32105 -1.47784 -1.06298  0.36
C: -2.01713 1.40098 -1.43889  0.08
C: -1.11062 -1.59515 -1.74706  0.05
C: 3.96102 -0.43668 1.63519  0.02
C: 2.66716 -0.49323 2.35969  0.09
C: 0.84475 2.95391 -1.73053  0.00
H: -4.18062 1.39754 -1.32513  0.01
H: -0.09004 3.42841 -2.06313  0.00
H: -4.36427 -1.02097 -0.56261  0.00
H: -3.32228 1.04744 0.16547  0.00
H: 2.64032 -2.40493 0.19746  0.01
H: -0.38835 -2.34261 -1.33772  0.01
H: -0.48886 4.19120 1.51457  0.00
H: -1.06242 -0.14837 0.12211  0.01
H: -1.63755 0.26969 -4.56348  0.00
H: 1.32971 -4.02777 3.48275  0.00
H: 1.04959 1.96972 -2.22036  0.01
H: -1.50672 0.48204 1.64741  0.00
H: 4.57051 -1.20939 2.10262  0.01
H: -2.37340 -2.14631 -0.18476  0.02
H: 0.72501 -2.67256 4.51407  0.00
H: -1.93751 2.50621 -1.34283  0.01
H: 2.84197 3.25607 0.24700  0.00
H: -4.00814 -0.81846 -2.27748  0.01
H: -1.35140 -2.18182 -3.96159  0.01
H: -1.32883 4.04010 -0.11139  0.00
H: -0.89771 -2.32354 1.28718  -0.01
H: 1.72435 3.58227 -1.79864  0.00
H: 0.04885 -1.19485 -3.42248  0.01
H: 2.56898 1.58712 0.85397  0.00
H: 2.48466 -2.90184 4.22252  0.00
H: 3.87602 -0.54875 0.56158  0.00
H: -1.63027 2.75947 1.16030  0.00
H: 2.00559 2.98703 1.75040  0.00
H: -2.92502 -0.21752 -3.54516  0.00
H: 3.28038 -3.18879 1.66426  0.01
H: 1.77076 -3.82678 0.92133  0.00
H: -0.27897 1.08015 -2.70102  0.02
H: -0.60109 -1.34371 2.90209  0.00
H: 4.48518 0.49285 1.75932  0.00

Cartesian forces (eV/Å) of the 3 atoms listed first:
Ni 0.63 0.79 1.81
P 1.19 -3.33 -0.96
P 0.82 1.73 -2.52

Entry 3:
ORCA calculation (ωB97M-V with the def2-TZVPD basis set) on a structure of composition C4H6InO4.

Values from the calculation:
total energy: -17593.995 eV
total charge: +1
spin multiplicity: 1
energy relative to the best compared isomer or geometry (same formula, charge and spin): 131.8 kcal per mole
orbital gap: 2.402 eV

Each line ends with the Löwdin charge.
Geometry (Å):
In: -4.11542 1.31605 -1.86048  0.98
O: 0.41971 3.49984 2.34281  0.25
O: 1.62302 -0.67270 -2.06750  0.20
O: -0.90194 2.60075 0.96923  0.14
O: -0.31955 -1.68032 -2.10472  0.07
C: 1.67466 -2.90296 -2.64336  0.04
C: 0.91742 -1.66107 -2.27769  -0.65
C: -0.50060 2.72118 2.14630  -0.67
C: -1.00105 1.82657 3.27325  0.04
H: 2.18699 -2.80251 -3.60019  0.10
H: -1.96464 2.17180 3.64799  0.09
H: 0.98915 -3.73355 -2.81158  0.10
H: 2.38647 -3.27554 -1.90674  0.11
H: -0.34370 1.72407 4.13666  0.10
H: -1.05052 0.86839 2.75601  0.09

Cartesian forces (eV/Å) of the 3 atoms listed first:
In 0.20 -0.03 0.03
O 0.90 1.30 -0.65
O 2.15 0.32 -0.34

Entry 4:
ORCA calculation (ωB97M-V with the def2-TZVPD basis set) on an isolated molecule of C4H8O2.

Values from the calculation:
total energy: -8369.766 eV
total charge: 0
spin multiplicity: 1
energy relative to the best compared isomer or geometry (same formula, charge and spin): 81.1 kcal per mole
structure (SMILES): COC1COC1
orbital gap: 10.680 eV

Each line ends with the Löwdin charge.
Geometry (Å):
O: 0.74652 0.60574 0.99802  -0.13
O: -1.79952 -0.55455 0.03835  -0.11
C: -0.03991 0.65271 -0.13724  -0.28
C: -0.60245 -0.83108 -0.66714  -0.14
C: -1.51697 0.83533 0.14507  -0.14
C: 1.74894 -0.32447 0.66888  -0.10
H: -0.37513 -1.91107 -0.48957  0.13
H: 1.14102 -1.11212 0.17051  0.06
H: -1.80150 1.22494 1.12407  0.13
H: -0.66501 -0.75808 -1.76246  0.11
H: 0.44795 1.28425 -0.90653  0.15
H: 2.29934 -0.58631 1.57649  0.10
H: 2.42514 0.07588 -0.10292  0.10
H: -2.00841 1.39882 -0.65551  0.12

Cartesian forces (eV/Å) of the 3 atoms listed first:
O -0.15 0.02 0.04
O -0.83 0.02 -0.24
C -0.31 -1.13 -0.63